Entry 1:
# C5H2F2N5O2

An isolated ion of composition C5H2F2N5O2 and charge +1 at a distorted geometry (ωB97M-V/def2-TZVPD, the Open Molecules 2025 dataset).

Orbital gap = 0.362 hartree
Calculated total energy = -22182.1187 eV
Max |F| = 0.09961 Eh/bohr
HOMO = -15.86 eV
LUMO = -6.018 eV
Structure (SMILES) = C#Cn1cnn[n+]1N(C(=O)F)C(=O)F

Structure (ORCA input):
```
! wB97M-V def2-TZVPD RIJCOSX def2/J DEFGRID3
* xyz 1 1
N -0.862 -0.545 -2.577
N 0.245 -0.136 -1.988
O 2.991 -0.223 -0.966
C -2.520 0.307 1.804
C 2.439 0.683 -0.437
N 1.086 0.589 0.205
H -2.907 -0.877 -1.667
O 1.498 -1.472 1.265
C -1.891 -0.008 0.809
H -3.128 0.400 2.734
F 3.138 1.887 -0.371
N -1.144 -0.128 -0.402
F 1.190 0.303 2.615
N 0.148 0.119 -0.675
C -1.839 -0.562 -1.527
C 1.290 -0.308 1.370
*
```



Entry 2:
# C5H2F6P

An isolated ion of composition C5H2F6P and charge +1 at a distorted geometry (ωB97M-V/def2-TZVPD, the Open Molecules 2025 dataset).

Orbital gap (spin up / spin down) = 0.277 / 0.199 hartree
Calculated total energy = -30796.8080 eV
Max |F| = 0.06636 Eh/bohr
HOMO (spin up / spin down) = -12.15 / -14.95 eV
LUMO (spin up / spin down) = -4.613 / -9.528 eV

Structure (ORCA input):
```
! wB97M-V def2-TZVPD RIJCOSX def2/J DEFGRID3
* xyz 1 3
C 2.309 0.414 -0.073
H 1.434 1.057 1.995
C 1.143 -0.600 0.522
F 3.093 0.503 -1.106
P -2.700 0.547 -0.099
F -3.298 -0.846 -0.733
C -0.075 -0.643 -0.246
F 1.526 -1.770 1.146
F -0.254 1.592 -0.592
C -0.767 0.404 -0.892
H -1.141 0.452 -1.958
F -0.556 -1.848 -0.372
C 1.684 0.657 1.059
F -2.399 0.080 1.348
*
```